Entry 1:
103
Properties=species:S:1:pos:R:3:forces:R:3 method="wB97M-V/def2-TZVPD" multiplicity=2 lumo_energy_ev="2.916 / 2.916" gap_ev="2.8 / 4.6" charge=-2 e_homo_ev="0.1 / -1.7" relative_energy_kj_mol=432.9 s2=0.764 fmax_ev_per_a=4.183 energy_ha=-4375.42504 mol_weight_g_mol=1134.53
Hg -15.125 -17.055 0.927 0.494 0.147 0.771
C -11.954 -16.782 3.008 0.648 -0.363 0.096
P -12.649 -16.155 4.619 -1.352 0.138 -0.093
C -11.152 -15.424 5.341 -0.152 0.185 0.184
C -11.098 -14.149 5.911 -0.077 0.229 -0.035
C -9.911 -13.692 6.456 0.298 0.218 0.515
C -8.786 -14.511 6.509 0.259 0.451 0.045
C -8.837 -15.779 5.969 0.306 -0.843 0.201
C -10.033 -16.244 5.432 0.643 0.115 -0.128
C -13.715 -14.785 4.139 0.967 -0.126 0.246
C -13.158 -13.630 3.580 -0.493 -0.268 -0.062
C -13.837 -12.476 3.139 0.306 0.476 0.066
C -15.193 -12.175 3.116 0.950 -0.039 0.371
C -16.212 -13.172 3.531 0.341 0.206 0.096
C -15.167 -15.001 4.207 -0.432 1.028 0.150
C -12.390 -18.175 2.753 0.646 -2.038 -0.383
C -11.731 -19.391 3.132 -0.131 1.296 -0.301
C -12.545 -20.442 2.683 -1.212 -0.266 0.059
C -13.696 -19.844 2.144 0.762 -0.227 -0.172
C -14.936 -20.519 1.655 -1.049 0.168 -1.201
P -16.445 -19.361 1.825 0.672 0.619 0.286
C -16.915 -19.757 3.545 0.000 -0.369 0.413
C -15.988 -19.572 4.575 0.767 0.471 -0.050
C -16.152 -20.147 5.831 -0.383 0.214 0.127
C -17.346 -20.808 6.127 0.256 -0.060 0.388
C -18.342 -20.856 5.164 -0.537 -0.674 0.520
C -18.106 -20.383 3.887 -0.764 0.117 -0.604
C -17.914 -19.909 0.871 0.050 -0.749 -0.141
C -17.911 -21.115 0.174 1.040 -0.164 0.296
C -18.975 -21.496 -0.614 -0.151 -1.139 -0.297
C -20.093 -20.701 -0.726 -0.274 0.526 0.146
C -20.131 -19.487 -0.033 -0.323 -0.414 0.204
C -19.073 -19.124 0.785 0.695 0.633 0.057
N -13.548 -18.492 2.082 0.048 0.385 0.837
H -10.853 -16.772 3.093 -0.368 0.131 -0.276
H -12.277 -16.148 2.185 0.015 0.364 0.009
H -11.980 -13.507 5.916 0.226 -0.241 -0.174
H -9.823 -12.689 6.886 -0.253 -0.278 -0.154
H -7.881 -14.139 6.985 -0.046 -0.064 -0.158
H -7.955 -16.449 6.007 -0.609 0.488 -0.011
H -10.073 -17.257 5.051 -0.053 -0.038 -0.047
H -12.085 -13.667 3.418 0.020 0.276 0.035
H -13.159 -11.695 2.792 -0.178 0.058 -0.068
H -15.464 -11.153 2.865 -0.298 -0.281 -0.007
H -17.216 -12.766 3.398 -0.098 -0.210 -0.097
H -15.430 -15.990 4.568 -0.074 -0.187 0.110
H -10.802 -19.525 3.700 -0.359 0.346 -0.354
H -12.357 -21.522 2.736 -0.150 0.504 0.196
H -15.136 -21.431 2.218 0.062 -0.105 -0.118
H -14.852 -20.728 0.568 -0.266 -0.063 0.420
H -15.116 -18.940 4.387 0.016 -0.395 -0.007
H -15.385 -20.022 6.598 -0.175 -0.024 -0.311
H -17.504 -21.275 7.111 0.078 0.316 -0.466
H -19.302 -21.340 5.424 0.547 0.343 -0.315
H -18.889 -20.465 3.129 0.214 -0.159 0.246
H -17.031 -21.773 0.249 -0.459 0.362 -0.094
H -18.942 -22.486 -1.096 -0.013 0.628 0.088
H -20.943 -21.015 -1.323 0.126 0.069 -0.007
H -21.027 -18.870 -0.073 0.259 -0.015 -0.068
H -19.079 -18.172 1.320 -0.138 -0.178 -0.130
O -18.550 -17.810 -4.377 -0.080 -0.075 0.012
C -18.859 -16.690 -3.733 0.271 0.837 0.490
O -19.596 -15.815 -4.178 0.490 -1.208 -0.151
C -18.239 -16.475 -2.391 0.937 -1.203 1.253
C -18.570 -15.403 -1.572 -0.197 0.005 0.197
N -17.962 -15.572 -0.370 -0.136 -0.458 -0.960
N -17.224 -16.689 -0.360 -0.060 -0.586 -1.024
C -17.322 -17.309 -1.553 -2.050 3.586 0.660
C -16.563 -18.550 -1.781 1.270 -1.385 -0.111
O -17.006 -19.282 -2.731 0.734 0.755 0.859
O -15.551 -18.751 -1.013 -1.902 -0.082 -1.401
H -17.957 -18.453 -3.845 -0.261 0.629 0.304
H -19.238 -14.555 -1.775 0.485 -0.578 0.097
H -17.971 -14.983 0.474 0.353 -0.498 -0.400
F -14.205 -12.354 6.032 -1.943 -0.621 0.387
C -15.434 -12.942 6.169 0.402 -1.140 -1.134
F -16.362 -11.959 6.441 1.043 -0.453 0.176
F -15.357 -13.765 7.282 0.056 1.134 -0.559
C -16.009 -13.828 4.984 0.826 0.915 -0.394
C -17.278 -14.361 5.500 -1.028 -0.924 -0.921
C -18.079 -15.236 4.833 0.506 0.832 1.919
C -17.981 -15.614 3.459 1.008 -0.470 -1.823
N -17.096 -15.316 2.561 -2.483 -1.035 1.104
C -15.936 -14.582 2.872 1.489 0.641 -0.189
S -14.937 -14.599 1.278 -0.465 -0.443 0.433
H -17.614 -13.990 6.455 -0.007 -0.368 0.371
H -18.882 -15.709 5.394 -0.179 0.356 -0.149
H -18.795 -16.263 3.115 0.069 0.201 -0.096
N -8.493 -16.284 -2.190 0.894 0.788 -0.721
C -9.437 -15.296 -2.116 0.131 0.408 -0.102
S -9.225 -13.712 -2.559 0.866 -0.581 0.169
C -10.739 -15.756 -1.642 -2.190 -0.188 0.510
C -10.982 -17.083 -1.213 1.148 0.743 -0.651
C -12.292 -17.490 -1.073 -0.613 -0.360 0.097
N -13.326 -16.669 -1.215 -0.179 0.124 0.077
C -13.115 -15.377 -1.477 -0.057 -0.416 0.085
C -11.861 -14.872 -1.700 1.567 0.155 -0.193
H -7.597 -15.985 -2.585 -0.613 -0.092 0.212
H -8.801 -17.177 -2.547 -0.105 -0.056 0.341
H -10.134 -17.770 -1.049 -0.718 0.285 -0.056
H -12.567 -18.528 -0.880 0.220 0.229 0.220
H -13.999 -14.757 -1.550 -0.017 0.079 0.147
H -11.676 -13.800 -1.924 -0.329 -1.014 0.066


Entry 2:
20
Properties=species:S:1:pos:R:3:forces:R:3 method="wB97M-V/def2-TZVPD" lumo_energy_ev=-4.228 gap_ev=10.6 charge=+1 e_homo_ev=-14.9 relative_energy_kj_mol=231.1 fmax_ev_per_a=3.167 energy_ha=-307.53358 mol_weight_g_mol=101.17
C 1.801 0.287 1.340 1.791 -0.887 -1.116
C 0.548 0.934 0.781 0.813 1.707 0.367
C 0.425 1.309 -0.718 -0.716 -1.337 0.642
C -0.092 0.071 -1.593 -0.408 0.404 0.278
N -1.018 -1.775 0.682 1.488 0.488 -1.608
C -1.824 -1.249 -0.299 0.814 2.661 1.511
N -1.508 -0.319 -1.214 1.557 -1.688 1.941
H 1.849 -0.832 1.217 -0.252 0.775 0.497
H 2.101 0.601 2.339 -0.795 -0.379 0.305
H 2.722 0.567 0.818 -0.250 0.239 -0.497
H 0.345 1.784 1.415 0.446 1.069 -0.216
H -0.243 0.395 1.183 -1.958 -1.317 -0.089
H 1.371 1.737 -1.075 -0.173 -0.567 -0.160
H -0.328 2.130 -0.900 0.565 -0.914 0.409
H -0.080 0.535 -2.585 -0.468 -0.895 -0.182
H 0.329 -0.970 -1.617 0.857 1.491 0.192
H -0.004 -1.392 0.875 -2.589 -1.387 -0.939
H -1.244 -2.742 0.964 0.162 0.980 0.190
H -2.884 -1.239 -0.004 0.144 -0.986 -0.935
H -2.266 0.169 -1.609 -1.028 0.542 -0.589


Entry 3:
24
Properties=species:S:1:pos:R:3:forces:R:3 method="wB97M-V/def2-TZVPD" lumo_energy_ev=1.153 gap_ev=10.4 e_homo_ev=-9.2 relative_energy_kj_mol=215.4 smiles="C=CCC.C=CCC" fmax_ev_per_a=2.481 energy_ha=-314.31248 mol_weight_g_mol=112.22
C -1.065 -0.208 -1.147 0.872 1.081 -1.493
C -0.171 0.811 -1.195 -0.690 -1.441 1.102
C -0.519 2.903 -2.582 -0.440 0.397 0.003
C 0.281 1.635 -2.380 0.272 -0.972 -0.027
H -1.250 -0.816 -0.254 0.741 1.246 -2.013
H -1.613 -0.465 -2.061 0.135 -0.083 0.208
H 0.315 0.979 -0.225 0.035 0.367 -0.361
H -0.108 3.533 -3.389 -0.141 -0.261 0.302
H -0.555 3.499 -1.655 -0.032 -0.155 -0.368
H -1.548 2.612 -2.853 0.294 0.337 0.141
H 0.179 0.987 -3.272 0.168 0.380 0.247
H 1.358 1.851 -2.243 -0.471 -0.051 -0.148
C -1.532 -0.798 1.701 -0.114 -0.343 2.003
C -0.286 -0.791 2.188 0.316 -0.899 -1.648
C 1.795 -2.181 2.374 0.922 1.028 0.433
C 0.841 -1.505 1.402 -0.699 -0.583 0.023
H -2.361 -0.447 2.326 0.219 0.217 -0.503
H -1.781 -1.278 0.747 -0.399 -0.342 1.982
H 0.052 -0.305 3.113 -0.535 -0.152 -0.285
H 1.302 -2.784 3.155 -0.006 0.276 -0.447
H 2.283 -1.316 2.853 0.317 -0.673 0.387
H 2.570 -2.799 1.890 -0.356 0.306 0.099
H 1.327 -0.769 0.733 0.128 -0.515 0.412
H 0.488 -2.347 0.776 -0.537 0.836 -0.050


Entry 4:
23
Properties=species:S:1:pos:R:3:forces:R:3 method="wB97M-V/def2-TZVPD" lumo_energy_ev=0.065 gap_ev=10.2 e_homo_ev=-10.1 smiles="O=CCCO.O.O.O.O" fmax_ev_per_a=2.366 energy_ha=-574.09531 mol_weight_g_mol=146.14
O -0.955 -0.230 1.186 0.482 -0.495 0.196
C 0.239 -0.431 1.027 -1.631 1.192 0.535
C 0.882 0.105 -0.209 0.332 -0.829 -0.177
C 0.603 -0.939 -1.298 1.374 0.344 -1.895
O 1.274 -2.175 -1.086 -0.320 -0.305 0.566
H 0.773 -0.997 1.806 0.365 -0.007 -0.351
H 0.433 1.027 -0.547 -0.675 0.117 0.260
H 1.918 0.386 0.008 0.071 -0.869 -0.541
H -0.457 -1.163 -1.456 0.069 0.243 0.552
H 0.923 -0.528 -2.283 -0.139 -0.093 0.573
H 2.010 -2.340 -1.671 0.102 0.331 -0.268
H -0.416 3.653 0.562 -0.148 -0.510 0.144
H -1.439 2.807 1.400 0.304 -0.439 -0.091
O -1.261 3.666 1.022 -0.180 0.842 -0.074
H -3.708 -0.114 -0.477 0.696 -0.374 -0.488
H -2.461 -0.973 -0.827 0.221 -0.147 0.579
O -3.148 -0.438 -1.210 -0.956 0.572 -0.059
H 2.162 2.647 0.042 0.156 -0.107 -0.232
H 1.747 3.254 1.348 0.031 -0.236 0.233
O 1.787 2.402 0.892 -0.014 0.907 0.277
H 0.108 -3.319 -0.083 0.067 -0.046 0.489
H -0.806 -2.781 1.038 0.282 -0.547 -0.093
O -0.210 -3.519 0.817 -0.491 0.457 -0.134